The following is a DFT calculation (ωB97M-V/def2-TZVPD) of a cluster of 9 separate species, C44H80F6N14O2P in total.

```
147
Properties=species:S:1:pos:R:3:forces:R:3
C 24.42497 -18.47516 -23.30390 0.2 2.1 -0.9
C 24.36441 -19.78452 -22.63268 0.3 -1.5 -1.1
N 24.27031 -19.69875 -21.20910 -0.3 2.2 2.7
C 23.95704 -20.71977 -20.32422 0.9 1.3 0.5
C 24.02557 -20.17053 -19.06976 -0.2 -0.7 -0.7
N 24.27195 -18.80463 -19.17703 -0.7 -2.2 -0.5
C 24.40956 -18.53522 -20.48423 0.2 -1.4 0.0
C 24.10593 -17.89542 -18.04479 0.9 1.1 0.0
H 24.32756 -18.46787 -24.38952 -0.1 -0.7 0.0
H 25.38267 -17.96893 -23.18289 0.2 -0.1 0.3
H 23.67559 -17.75476 -22.97593 -0.1 -0.2 0.2
H 25.26806 -20.35442 -22.84882 0.1 0.0 -0.1
H 23.54674 -20.42585 -22.96165 -0.2 0.2 -0.1
H 23.76992 -21.73935 -20.62726 0.1 0.3 -0.1
H 23.93172 -20.74600 -18.16068 -0.4 0.6 0.3
H 24.69306 -17.54886 -20.82057 -0.2 -0.2 -0.4
H 23.57869 -18.34554 -17.20365 -0.4 -0.2 -0.5
H 23.63020 -16.98693 -18.41414 -0.2 -0.1 0.2
H 25.08616 -17.58488 -17.68309 0.1 0.0 0.0
C 27.22858 -24.89982 -17.59313 0.8 0.0 0.5
C 25.81897 -24.78077 -17.10382 -0.9 -1.4 -0.7
N 25.44515 -23.53683 -16.41822 0.1 2.8 -0.8
C 24.26547 -23.32670 -15.72959 0.1 0.7 1.2
C 24.24261 -22.04783 -15.21884 0.9 0.2 -2.2
N 25.35132 -21.36980 -15.78524 -0.5 -3.5 -0.6
C 26.04872 -22.29972 -16.54406 -1.1 0.4 2.2
C 25.55498 -19.94010 -15.62099 0.2 0.6 0.5
H 27.39279 -24.09343 -18.30788 0.5 0.0 0.1
H 27.40949 -25.83524 -18.12262 -0.5 0.0 -0.1
H 27.97045 -24.95225 -16.79626 0.1 0.6 0.0
H 25.43277 -25.62114 -16.52699 0.6 0.1 0.8
H 25.24259 -24.96819 -18.00978 -0.6 1.0 -0.2
H 23.49584 -24.07861 -15.63639 0.4 -0.1 0.0
H 23.45547 -21.43462 -14.80558 -0.1 -0.3 0.2
H 27.00581 -22.05557 -16.98083 0.0 -0.3 -0.2
H 24.58172 -19.45758 -15.53136 -0.1 -0.1 -0.7
H 26.17343 -19.55389 -16.43122 -0.2 0.0 0.1
H 25.99498 -19.67540 -14.65951 0.5 -0.5 -0.1
C 20.30614 -14.62287 -23.29429 0.3 0.6 -0.3
C 20.65952 -14.74074 -21.82560 -1.0 0.9 0.6
N 20.77241 -16.12665 -21.44428 -0.2 -4.7 1.1
C 21.25510 -17.21772 -22.26749 0.1 1.1 1.6
C 21.36100 -18.33168 -21.46501 -1.5 1.5 -0.4
N 20.77794 -18.00786 -20.25924 0.2 1.9 -0.5
C 20.40525 -16.67827 -20.23619 2.1 -1.5 -1.9
C 20.71100 -18.95067 -19.16560 -0.2 0.2 0.6
H 19.33350 -15.04665 -23.54426 0.1 -0.4 0.3
H 21.08950 -15.07498 -23.90260 -0.1 0.1 -0.2
H 20.21049 -13.58891 -23.62576 0.3 0.1 0.3
H 19.87709 -14.35259 -21.17350 -0.4 0.1 -0.3
H 21.53065 -14.22528 -21.42121 0.4 0.1 -0.8
H 21.50005 -17.05970 -23.30741 0.0 0.0 0.2
H 21.64108 -19.36179 -21.62878 0.0 0.3 -0.3
H 20.09727 -16.18985 -19.32350 -0.4 0.2 -0.3
H 21.33436 -19.81990 -19.37525 -0.2 0.1 -0.2
H 19.66937 -19.24264 -19.03201 0.1 0.0 0.3
H 21.13598 -18.45570 -18.29239 -0.4 -0.3 0.3
C 24.55011 -25.65787 -23.50158 1.3 -0.4 0.5
C 24.63554 -26.68789 -22.33788 -0.1 0.0 -1.1
N 23.75468 -26.39484 -21.23199 -3.9 3.6 4.1
C 23.02605 -27.21310 -20.39287 -0.6 -1.3 1.0
C 22.28862 -26.53836 -19.39165 2.4 0.4 -2.9
N 22.54416 -25.21636 -19.67218 2.5 0.8 -2.3
C 23.43143 -25.10406 -20.76863 -1.0 -3.1 0.8
C 22.04566 -24.04124 -18.95863 -0.3 -0.2 0.3
H 25.21070 -26.03497 -24.28228 -0.3 -0.4 -0.2
H 25.12255 -24.76646 -23.24507 -0.5 0.4 0.3
H 23.58209 -25.43155 -23.94860 0.0 -0.2 0.4
H 25.61867 -26.69805 -21.86730 0.2 -0.2 -0.6
H 24.34680 -27.68480 -22.67088 0.3 0.0 -0.1
H 23.02962 -28.28750 -20.50268 0.2 0.0 -0.2
H 21.71323 -26.85140 -18.53297 0.0 -0.1 -0.4
H 23.79609 -24.24693 -21.31520 -0.3 0.2 0.5
H 22.85571 -23.35419 -18.71395 -0.2 0.1 -0.3
H 21.63780 -24.34612 -17.99489 0.0 -0.1 -0.1
H 21.22598 -23.60085 -19.52633 0.3 0.3 0.1
C 20.89482 -28.87077 -13.14222 -0.2 -0.1 1.1
C 19.33997 -28.81409 -13.27311 2.1 -1.9 -0.4
N 18.88086 -27.56589 -13.82187 -1.4 3.4 -2.7
C 18.09295 -26.61575 -13.16533 1.1 -0.3 -1.0
C 17.98844 -25.48750 -13.96367 0.6 -1.8 1.0
N 18.73758 -25.71780 -15.12166 -0.7 -2.1 0.7
C 19.13981 -27.04837 -15.10453 0.2 0.8 3.6
C 18.89799 -24.77229 -16.22167 0.7 0.0 -1.1
H 21.49379 -28.55771 -13.99740 -0.4 0.2 -0.1
H 21.22208 -29.88368 -12.90764 -0.4 -0.3 -0.3
H 21.21109 -28.35969 -12.23290 0.1 0.5 -0.2
H 18.91337 -29.06261 -12.30133 -0.3 0.5 -0.2
H 19.10164 -29.64411 -13.93821 -0.5 0.2 -0.1
H 17.72960 -26.89239 -12.18663 -0.3 0.4 -0.1
H 17.37511 -24.64173 -13.69000 0.3 0.2 -0.6
H 19.81176 -27.59708 -15.74781 -0.2 0.4 -0.5
H 18.74464 -25.28091 -17.17345 -0.8 0.1 0.1
H 19.90933 -24.39111 -16.36309 0.4 -0.1 0.7
H 18.31582 -23.85701 -16.11468 -0.5 -0.5 0.1
C 21.05711 -23.95320 -8.26659 -0.4 -0.8 0.3
C 20.68542 -25.31289 -8.97976 0.3 1.6 1.9
N 20.88057 -25.09369 -10.40155 0.5 0.7 -3.9
C 21.89680 -25.71428 -11.09616 -0.2 0.0 -1.9
C 21.90540 -25.24715 -12.41308 0.6 0.1 1.2
N 21.01587 -24.22264 -12.53879 -1.7 -1.6 4.9
C 20.32732 -24.18995 -11.28473 1.9 -0.1 -0.6
C 20.88239 -23.28919 -13.63514 0.0 -0.5 0.4
H 20.75217 -23.96567 -7.22018 -0.2 -0.2 -0.1
H 20.51780 -23.14313 -8.75754 0.0 0.1 0.1
H 22.11853 -23.70956 -8.22057 0.1 -0.3 -0.5
H 19.67748 -25.62378 -8.70501 -0.2 0.3 -0.5
H 21.32220 -26.14064 -8.66762 0.2 0.2 -0.2
H 22.56161 -26.46453 -10.69423 -0.3 0.0 0.3
H 22.53830 -25.49561 -13.25219 0.1 -0.2 0.3
H 19.68630 -23.37657 -10.97828 -0.2 -0.2 -0.1
H 21.06211 -22.30419 -13.20435 -0.2 0.2 -0.6
H 19.89901 -23.45702 -14.07434 0.2 0.6 -0.2
H 21.67019 -23.57405 -14.33252 -0.2 0.4 -0.2
C 11.28521 -19.15523 -13.62859 -0.1 -0.5 0.4
C 12.05430 -18.94116 -14.94429 -2.2 0.4 0.2
N 13.45547 -19.31116 -14.89693 3.8 -1.2 -0.8
C 14.02225 -20.47449 -15.41881 -0.8 2.0 0.5
C 15.43808 -20.45482 -15.14069 -0.1 1.9 0.4
N 15.72827 -19.26537 -14.55804 -2.5 -1.3 -0.7
C 14.50949 -18.55248 -14.45495 0.3 -1.5 0.2
C 17.03091 -18.84061 -14.04648 0.9 -0.3 0.1
H 11.79020 -18.79945 -12.73053 0.0 0.7 -0.2
H 11.02512 -20.17499 -13.34478 0.4 -0.5 -0.7
H 10.29205 -18.72091 -13.74306 0.2 0.5 0.1
H 11.95053 -17.90879 -15.27826 0.5 0.2 0.3
H 11.56090 -19.47403 -15.75713 0.3 -0.4 0.0
H 13.42969 -21.12122 -16.04891 0.0 -0.4 0.2
H 16.18580 -21.20253 -15.36033 0.0 0.1 0.0
H 14.43576 -17.59840 -13.95425 -0.1 0.3 -0.2
H 17.54329 -18.25117 -14.80683 -0.4 0.7 0.2
H 17.68246 -19.70537 -13.92087 -0.5 -0.3 -0.1
H 16.92915 -18.41735 -13.04719 -0.1 0.5 -0.4
C 19.37958 -20.78869 -16.00503 0.7 -0.2 -1.0
C 20.87102 -20.87446 -16.46363 2.3 0.5 -0.5
O 21.28886 -21.77926 -17.23861 -1.7 -1.6 -0.3
O 21.72081 -20.02509 -16.10546 -1.0 1.0 1.2
H 19.27997 -20.87559 -14.92307 0.1 -0.1 0.0
H 18.85187 -21.56328 -16.56149 -0.2 -0.3 0.3
H 18.92699 -19.85356 -16.33487 0.3 0.3 0.1
P 17.11314 -16.90212 -17.77127 -3.1 0.9 -2.7
F 17.54747 -15.41755 -18.22064 0.6 -0.2 2.1
F 17.50493 -17.31313 -19.26845 0.6 -1.2 -1.0
F 18.61323 -17.42952 -17.37231 -0.9 0.5 1.3
F 16.37994 -18.34663 -17.57223 1.8 -2.9 1.5
F 16.57472 -16.56198 -16.23072 1.8 0.1 -0.5
F 15.62355 -16.60472 -18.29849 -0.7 2.0 -0.2
```
Forces are in eV/Å.

Summary:
Multiplicity: 2
HOMO energy (spin up / spin down) in eV: -19.73 / -19.73
⟨S²⟩: 0.766
Charge: +6

Löwdin atomic charge list, values in e, 5 entries: -0.06 -0.19 -0.05 -0.01 -0.03

The following is a DFT calculation (ωB97M-V/def2-TZVPD) of a cluster of 6 separate species, C19H28Br10F9NO4 in total.

```
71
Properties=species:S:1:pos:R:3:forces:R:3
N 0.46134 -0.15769 2.05119 0.1 0.0 -0.4
C 0.07254 0.44552 0.80538 -1.1 0.9 -0.6
C -0.76972 1.71057 1.08674 -0.2 0.3 -0.2
C -1.05035 2.62483 -0.13124 -0.4 0.0 0.0
O -0.10844 3.70165 -0.19257 -0.2 -0.4 -0.3
O 1.16070 0.96575 -0.00711 0.5 -1.0 0.0
C 1.07908 0.53069 -1.30375 -2.7 0.2 3.1
O 1.89993 0.73541 -2.07769 2.2 0.5 -2.9
O -0.13731 -0.11702 -1.51760 0.3 0.4 0.3
C -0.40169 -0.61252 -0.21075 1.1 -1.2 0.8
C -1.66009 -1.46419 0.01065 0.5 0.3 -1.6
F -1.61604 -2.05661 1.21303 -0.2 0.4 0.6
F -1.55513 -2.48707 -0.87174 -0.1 0.0 -0.3
C -3.03528 -0.77365 -0.27669 -0.4 -0.9 0.1
F -2.87273 0.39469 -0.90886 0.5 0.6 0.4
F -3.71470 -1.53834 -1.14709 -0.2 -0.4 0.1
C -3.98326 -0.58252 0.94356 -1.0 1.2 -0.6
F -3.38187 -0.19289 2.07572 0.5 -0.1 0.0
F -4.67583 -1.69706 1.18808 0.3 -0.5 0.0
C -5.05742 0.53498 0.63217 -0.1 -0.7 1.6
F -5.61878 0.39788 -0.53944 0.0 0.1 -0.9
F -4.56568 1.73865 0.81765 0.6 0.7 -0.5
F -6.01094 0.39125 1.55769 -0.4 -0.2 0.3
H 0.83630 -1.09543 1.92045 0.1 0.2 0.0
H -0.38996 -0.26874 2.59872 0.3 0.2 0.2
H -1.73411 1.52308 1.58734 0.4 -0.4 -0.1
H -0.18016 2.32290 1.79508 -0.3 -0.5 -0.5
H -1.05248 2.10354 -1.10085 0.0 -0.1 0.5
H -2.07508 3.02368 -0.00652 0.4 0.0 0.0
H 0.17020 3.74810 -1.11529 0.1 0.2 0.3
H 0.39725 -1.38620 -0.12665 -0.6 -0.1 0.5
Br 6.66000 -0.14095 -4.29530 0.0 -0.1 -0.1
C 5.08907 -0.02857 -5.44201 0.1 0.2 0.1
C 3.83729 -0.42231 -4.70507 -0.1 -0.1 -0.1
Br 3.71651 -2.35585 -4.49414 0.0 0.0 0.1
H 5.28835 -0.65306 -6.30721 -0.1 0.0 0.1
H 5.03830 1.01359 -5.75348 -0.1 0.0 0.0
H 2.95370 -0.14224 -5.27578 0.1 0.0 0.0
H 3.77160 0.00811 -3.71033 0.0 0.0 0.0
Br -8.99574 -5.88759 1.21438 0.0 0.1 0.0
C -8.23713 -4.09824 1.10058 0.0 -0.2 -0.2
C -7.08100 -3.92756 2.04994 0.0 0.2 0.2
Br -7.69463 -3.69744 3.88364 0.1 -0.1 0.0
H -9.04712 -3.39889 1.28696 0.1 0.0 0.1
H -7.90229 -3.99632 0.06950 0.0 0.0 0.1
H -6.52883 -3.01967 1.82033 -0.1 0.0 0.0
H -6.39844 -4.77266 2.04861 -0.1 0.0 0.0
Br -3.28621 4.38746 3.08322 0.1 -0.1 -0.1
C -2.53016 3.08025 4.31186 -0.2 0.2 0.1
C -1.31416 3.61958 5.01886 0.3 -0.2 0.0
Br 0.24114 3.62830 3.85069 0.0 0.3 0.3
H -2.32042 2.18714 3.72988 0.1 0.0 0.1
H -3.32439 2.86682 5.02547 0.1 0.0 0.0
H -1.04155 2.97452 5.85333 0.0 0.0 0.0
H -1.44282 4.63617 5.37912 -0.1 0.0 -0.1
Br 2.89270 4.04857 6.77107 0.0 -0.1 0.1
C 4.03503 2.47447 6.85875 0.1 0.3 0.0
C 3.95646 1.66526 5.59095 -0.1 -0.3 0.0
Br 2.30908 0.63066 5.50754 0.0 0.0 0.0
H 3.73584 1.91435 7.74000 0.0 0.0 -0.1
H 5.04207 2.86225 7.00346 0.0 -0.1 -0.1
H 4.75681 0.92802 5.55779 0.0 0.0 0.0
H 3.99260 2.27538 4.69268 0.0 0.0 0.1
Br 9.43946 -1.67393 -8.62111 -0.1 0.0 0.1
C 7.96110 -2.77201 -7.99058 0.3 0.0 -0.1
C 6.83946 -2.81560 -8.99516 -0.2 0.0 0.2
Br 5.80410 -1.16670 -8.97605 0.1 0.0 -0.2
H 7.65607 -2.36908 -7.02806 0.0 0.0 -0.1
H 8.38380 -3.76503 -7.84789 -0.1 0.0 0.0
H 6.12940 -3.60083 -8.74111 0.0 0.0 0.0
H 7.18464 -2.95962 -10.01491 0.1 0.0 0.1
```
Forces are in eV/Å.

Summary:
HOMO energy in eV: -9.96
SMILES string: N[C@@]1(CCO)OC(=O)O[C@@H]1C(F)(F)C(F)(F)C(F)(F)C(F)(F)F.BrCCBr.BrCCBr.BrCCBr.BrCCBr.BrCCBr

Löwdin atomic charge list, values in e, 5 entries: 0.15 -0.43 -0.09 -0.23 -0.05

Question: Which formula does entry 1 have?
Answer: C44H80F6N14O2P

Question: What is the formula in the second record?
Answer: C19H28Br10F9NO4